{"formula": "C3H2BrI", "method": "ωB97M-V with the def2-TZVPD basis set", "elements": ["Br", "I", "H", "C", "C", "C", "H"], "coordinates": [[2.871, 0.370, -0.170], [0.893, 1.415, 2.192], [-1.219, -1.732, 0.363], [1.280, 0.069, 0.749], [-1.300, -0.857, -0.255], [-1.193, -0.043, -1.102], [-1.332, 0.778, -1.778]], "forces_ev_per_a": [[0.2, 0.3, -0.1], [-0.1, 0.9, 0.7], [-0.2, 0.5, 0.0], [0.3, -1.2, -0.4], [0.3, -2.3, 1.3], [-0.7, 2.1, -1.6], [0.3, -0.3, 0.1]], "gap_ev": 7.418, "relative_energy_ev": 3.3068, "lumo_ev": -1.18, "multiplicity": 1, "largest_force_ev_per_a": 2.7, "e_homo_ev": -8.6}

=====

{"formula": "C4H5ClO2S", "method": "ωB97M-V with the def2-TZVPD basis set", "elements": ["Cl", "C", "H", "S", "O", "C", "H", "C", "H", "H", "H", "C", "O"], "coordinates": [[-2.117, -1.693, -0.259], [1.396, -0.292, -0.146], [1.047, -1.881, 1.428], [-0.848, 0.915, -0.016], [-1.910, 1.364, -0.823], [0.700, 0.735, -0.910], [1.026, 1.774, -0.849], [0.732, -1.082, 0.680], [-1.561, -0.696, 1.609], [0.699, 0.364, -2.023], [2.441, -0.589, -0.500], [-1.069, -0.660, 0.672], [-0.534, 1.742, 1.137]], "forces_ev_per_a": [[0.2, -0.6, -0.8], [2.4, -1.9, -0.3], [-0.4, 1.1, -1.6], [0.4, 2.1, 1.8], [-1.3, 0.0, -1.6], [-0.8, -0.4, -2.1], [0.6, -0.2, -0.1], [-3.5, -0.3, 1.4], [0.4, 0.8, 1.2], [-0.7, 1.0, 1.9], [-1.2, 0.7, 1.0], [3.6, -2.0, -0.4], [0.4, -0.5, -0.5]], "gap_ev": 11.015, "smiles": "O=S1(=O)CC=C[C@@H]1Cl", "relative_energy_ev": 3.0000, "lumo_ev": 0.62, "multiplicity": 1, "largest_force_ev_per_a": 4.2, "e_homo_ev": -10.4}

=====

{"formula": "C47H35AsN2NaO3S4", "method": "ωB97M-V with the def2-TZVPD basis set", "elements": ["C", "C", "C", "H", "H", "C", "H", "H", "H", "H", "C", "H", "H", "C", "C", "C", "H", "H", "C", "H", "C", "C", "C", "C", "N", "H", "C", "C", "H", "H", "C", "C", "C", "S", "H", "C", "C", "N", "H", "C", "O", "C", "H", "S", "S", "As", "H", "C", "H", "H", "C", "H", "C", "H", "C", "H", "C", "H", "S", "C", "H", "O", "Na", "C", "C", "C", "C", "H", "H", "C", "C", "H", "C", "C", "C", "H", "C", "H", "C", "H", "C", "C", "C", "C", "H", "C", "H", "H", "O", "C", "C", "C", "H"], "coordinates": [[-4.787, -2.096, 0.237], [-2.023, -3.971, -2.933], [-2.210, -1.347, 1.124], [6.003, 1.088, 4.062], [-2.640, -3.145, 6.030], [-3.674, -0.270, -4.217], [-2.418, -3.907, -3.941], [-0.627, -4.149, 0.640], [-3.236, 0.622, -7.607], [-3.368, -2.815, 3.950], [-1.439, -1.902, 3.711], [-4.681, 2.603, -0.238], [-1.410, 0.417, -2.862], [2.550, 0.826, -3.095], [-2.707, 3.544, 1.150], [2.951, 3.190, 2.987], [2.102, 0.465, -1.031], [4.372, 0.178, 2.429], [3.421, -3.943, -1.769], [-5.556, -1.303, -4.513], [-4.241, 3.478, -0.713], [2.113, -4.989, -0.072], [4.163, -5.108, -1.913], [-0.603, -1.293, 2.750], [-1.775, -0.347, -1.014], [-1.345, -3.034, 8.280], [-3.916, -1.375, -0.640], [5.142, 1.678, 3.769], [-5.270, -1.355, -2.304], [2.847, 1.852, -2.919], [2.853, -6.152, -0.206], [-3.386, -0.452, -2.799], [3.137, 1.918, 2.457], [-1.779, 4.530, 2.120], [-5.766, -2.380, -0.131], [-2.622, -4.808, -2.004], [-2.691, -2.300, 3.279], [-0.968, -1.030, 1.520], [4.967, -5.145, -2.638], [0.220, -1.973, 7.243], [-3.436, 4.202, 0.207], [-0.919, -3.207, -2.581], [-0.494, -2.535, -3.313], [-2.798, 1.858, 1.300], [0.511, -1.436, 5.643], [1.189, -2.269, -0.621], [3.686, 4.679, 4.339], [3.877, -6.221, -1.139], [1.577, -2.856, -3.684], [2.281, -1.463, -5.570], [1.821, -1.816, -3.509], [3.673, -3.082, -2.374], [4.946, 2.941, 4.310], [-5.045, -2.966, 2.156], [-1.006, -2.075, 5.094], [0.420, -1.021, 2.999], [-4.284, -1.076, -1.954], [-2.580, -5.504, 0.025], [-2.562, 0.557, -5.265], [1.741, -1.282, -2.221], [-5.408, -0.741, -7.038], [1.999, 0.121, 1.385], [0.043, 0.811, 0.610], [-4.738, -0.743, -4.939], [2.600, 0.291, -4.373], [-4.662, -0.437, -6.319], [-2.630, -0.998, -0.205], [2.939, 0.894, -5.206], [5.643, 3.332, 5.042], [4.237, 1.166, 2.851], [2.157, 1.367, 1.447], [4.454, -7.130, -1.254], [3.847, 3.693, 3.918], [-3.541, 0.260, -6.639], [-2.109, -4.872, -0.718], [0.950, -1.781, 8.012], [-1.005, -4.108, -0.377], [-3.495, -5.392, -2.271], [-3.104, -2.029, 1.971], [2.096, 3.770, 2.662], [2.124, 0.044, -2.030], [2.236, -1.034, -4.576], [-0.971, -2.617, 7.357], [2.356, -3.875, -0.876], [1.324, -4.952, 0.668], [-1.673, -2.675, 6.129], [-5.018, 4.167, -1.046], [2.631, -7.009, 0.419], [1.545, 2.185, 0.721], [-2.143, -0.091, -2.241], [-4.393, -2.418, 1.487], [-0.374, -3.277, -1.304], [-3.640, 3.153, -1.568]], "forces_ev_per_a": [[0.0, -0.1, 0.2], [-0.1, 0.0, 0.0], [-0.1, -0.3, 0.4], [0.0, 0.0, 0.0], [0.0, 0.0, -0.1], [0.1, 0.2, -0.5], [0.0, 0.0, 0.0], [-0.1, 0.0, 0.0], [0.0, 0.0, 0.0], [-0.1, 0.0, 0.0], [-0.4, -0.1, -0.4], [0.0, 0.0, -0.1], [0.0, 0.0, 0.0], [0.0, 0.1, -0.1], [0.1, 0.3, 0.2], [0.0, 0.0, 0.0], [0.0, 0.1, 0.0], [0.0, 0.0, 0.0], [-0.1, 0.1, 0.0], [0.0, 0.0, 0.1], [0.0, -0.1, 0.1], [-0.1, 0.1, 0.0], [0.1, 0.0, 0.0], [0.1, -0.1, 0.2], [0.3, 0.0, 0.1], [0.0, 0.0, 0.0], [0.2, 0.0, 0.0], [0.1, 0.0, 0.0], [0.0, -0.1, 0.0], [0.0, 0.0, 0.0], [0.0, 0.0, 0.0], [-0.1, -0.3, 0.5], [0.1, 0.0, 0.0], [0.0, 0.2, 0.0], [0.0, 0.0, 0.0], [-0.1, 0.0, 0.0], [0.3, 0.1, 0.1], [-0.3, -0.1, 0.2], [0.0, 0.0, 0.0], [0.1, 0.0, -0.1], [-0.1, -0.1, 0.0], [0.0, 0.1, 0.0], [0.0, 0.0, 0.0], [0.0, -0.3, -0.2], [-0.3, -0.1, 0.1], [0.2, -0.7, -0.3], [0.0, 0.0, 0.0], [0.0, 0.0, 0.0], [0.0, 0.0, 0.0], [0.0, 0.0, 0.0], [0.0, 0.0, 0.0], [0.0, 0.0, 0.0], [0.0, 0.0, 0.0], [0.0, 0.0, 0.0], [0.3, 0.0, 0.3], [0.0, 0.1, 0.0], [0.2, 0.2, -0.2], [0.0, 0.0, 0.0], [-0.3, -0.2, 0.1], [0.0, 0.0, -0.1], [0.0, 0.0, 0.0], [0.3, -0.2, 0.3], [-1.7, -0.3, -0.6], [0.1, 0.0, 0.1], [0.0, 0.0, 0.0], [0.0, 0.0, -0.1], [-0.3, -0.1, -0.5], [0.0, 0.0, 0.0], [0.0, 0.0, 0.0], [0.0, 0.0, 0.0], [0.5, 0.3, 0.0], [0.0, 0.0, 0.0], [0.0, 0.0, 0.0], [0.1, 0.1, 0.1], [-0.1, 0.0, 0.0], [0.0, 0.0, 0.0], [0.1, 0.1, 0.1], [0.0, 0.0, 0.0], [0.2, 0.0, -0.1], [0.0, 0.0, 0.0], [-0.1, -0.1, 0.2], [0.0, 0.0, 0.0], [0.0, 0.0, 0.1], [0.2, 0.1, 0.1], [0.0, -0.1, 0.0], [0.0, 0.0, -0.1], [0.1, 0.0, 0.0], [0.0, 0.0, 0.0], [0.8, 0.8, 0.1], [0.1, 0.1, -0.2], [-0.2, 0.0, -0.1], [-0.2, 0.1, 0.0], [0.0, 0.0, 0.0]], "gap_ev": 5.215, "lumo_ev": 1.49, "charge": -1, "multiplicity": 1, "largest_force_ev_per_a": 1.8, "e_homo_ev": -3.7}

=====

{"formula": "C6H16ClIN2O2PTm", "method": "ωB97M-V with the def2-TZVPD basis set", "elements": ["H", "H", "H", "H", "H", "N", "C", "C", "H", "H", "H", "H", "H", "H", "H", "N", "P", "C", "H", "H", "O", "Cl", "O", "I", "H", "Tm", "C", "C", "H", "C"], "coordinates": [[-1.815, 0.718, -3.028], [1.801, 1.675, 0.478], [-1.413, 1.547, 4.500], [-0.932, -0.121, -4.323], [1.688, -2.333, -2.545], [-1.210, 0.859, 3.779], [-0.836, 0.324, -3.320], [0.067, 0.540, 3.518], [-2.518, -1.818, -2.346], [-0.131, 1.164, -3.377], [1.989, 1.390, -1.316], [0.847, 1.757, 4.962], [-1.381, -2.571, -3.530], [0.802, -1.991, -4.072], [1.348, 0.076, -0.236], [1.056, 1.074, 4.236], [-0.258, -0.964, -2.145], [1.355, 1.228, -0.428], [2.021, 0.891, 3.982], [1.857, -0.739, -3.330], [-0.051, 2.978, -1.335], [1.058, -3.535, 0.586], [0.354, -0.321, 2.590], [-1.795, 1.003, 0.042], [-1.360, -3.083, -1.804], [0.032, -1.375, 0.834], [-1.516, -2.240, -2.490], [1.164, -1.566, -3.125], [-1.903, 0.664, 3.059], [0.059, 1.950, -0.723]], "forces_ev_per_a": [[0.2, 0.0, -0.1], [-0.1, 0.1, -0.5], [-0.2, -0.3, -0.3], [0.1, 0.0, 0.4], [0.0, 0.0, -0.3], [0.6, 0.0, -0.3], [-0.1, 0.6, 0.3], [0.3, 0.0, 0.4], [0.2, -0.2, -0.1], [-0.2, -0.2, -0.1], [0.0, -0.1, 0.5], [0.3, -0.2, -0.3], [-0.2, 0.0, 0.4], [0.2, 0.2, 0.3], [-0.1, 2.2, -0.8], [-0.5, 0.0, -0.3], [0.2, -1.0, -1.3], [0.5, -1.0, 0.6], [-0.3, -0.1, 0.3], [-0.1, -0.2, 0.0], [0.2, -2.9, 1.9], [-0.3, 0.5, 0.0], [-0.3, 0.8, 0.5], [-0.7, 0.4, 0.5], [-0.2, 0.0, -0.3], [-0.1, -0.8, -0.9], [0.1, -0.1, 0.3], [0.2, -0.2, 0.4], [0.2, 0.1, 0.6], [0.1, 2.4, -1.7]], "gap_ev": [8.005, 8.097], "lumo_ev": [-8.03, -7.95], "charge": 2, "multiplicity": 3, "largest_force_ev_per_a": 3.5, "s2": 2.002, "e_homo_ev": [-16.0, -16.0]}